[1]
{"formula": "C15H10N2O2PtS", "method": "wB97M-V/def2-TZVPD", "e_lumo_ev": -1.1, "species": ["Pt", "S", "C", "C", "C", "C", "C", "N", "H", "H", "H", "H", "O", "C", "O", "C", "C", "C", "C", "C", "C", "C", "C", "C", "N", "H", "H", "H", "H", "H", "H"], "coordinates": [[1.861514, 0.051379, -0.000040], [2.859459, 2.144885, -0.000058], [1.532098, 3.227662, -0.000023], [1.806792, 4.613390, -0.000017], [0.822671, 5.560706, 0.000006], [-0.524993, 5.159433, 0.000043], [-0.814489, 3.833328, 0.000055], [0.183562, 2.909692, 0.000014], [2.849228, 4.894184, -0.000045], [1.078077, 6.611469, 0.000001], [-1.332622, 5.875257, 0.000066], [-1.814435, 3.438470, 0.000078], [-2.330719, 1.440847, 0.000004], [-1.265209, 0.895081, -0.000002], [-0.058778, 1.561042, -0.000001], [-1.041162, -0.559553, -0.000042], [-2.218392, -1.344077, -0.000060], [-2.145895, -2.698670, -0.000037], [-0.875546, -3.320876, -0.000013], [-0.714484, -4.717397, 0.000033], [0.536732, -5.274329, 0.000023], [1.676116, -4.449378, 0.000024], [1.550765, -3.086675, 0.000007], [0.273852, -2.488393, -0.000025], [0.185422, -1.120561, -0.000041], [-3.163805, -0.820561, -0.000071], [-3.036958, -3.313117, -0.000030], [-1.600003, -5.341828, 0.000050], [0.648048, -6.350789, 0.000043], [2.658092, -4.903562, 0.000041], [2.415072, -2.427066, 0.000017]], "atomic_forces_ev_per_a": [[0.6, 0.7, 0.0], [-0.5, -0.5, 0.0], [0.3, -0.9, 0.0], [-0.3, 0.6, 0.0], [0.3, -0.3, 0.0], [-0.1, 0.0, 0.0], [-0.3, 0.1, 0.0], [0.2, 0.6, 0.0], [0.0, -0.1, 0.0], [0.0, 0.0, 0.0], [0.0, 0.0, 0.0], [0.0, 0.0, 0.0], [-0.3, -0.2, 0.0], [0.5, 1.5, 0.0], [-0.5, -0.4, 0.0], [0.5, -1.5, 0.0], [-0.1, 0.4, 0.0], [0.2, -0.2, 0.0], [0.0, 0.5, 0.0], [0.1, -0.4, 0.0], [-0.3, 0.0, 0.0], [0.1, 0.2, 0.0], [0.2, -0.2, 0.0], [-0.4, -0.4, 0.0], [-0.2, 0.4, 0.0], [0.0, 0.0, 0.0], [0.0, 0.0, 0.0], [0.0, 0.0, 0.0], [0.0, 0.0, 0.0], [0.0, 0.1, 0.0], [-0.1, 0.1, 0.0]], "nbo_charge": [-0.1353, -0.0736, 0.0476, -0.2448, -0.1394, -0.2879, 0.0288, -0.0439, 0.2471, 0.2280, 0.2363, 0.2671, -0.5677, 0.7782, -0.3403, 0.0384, -0.1987, -0.1621, -0.0931, -0.1890, -0.1837, -0.2047, -0.1991, 0.2216, -0.4054, 0.2439, 0.2212, 0.2139, 0.2183, 0.2219, 0.2566]}

[2]
{"formula": "C6H5ClNO2Ti", "method": "wB97M-V/def2-TZVPD", "de_lowest_kj_mol": 0.0, "multiplicity": 4, "e_lumo_ev": [-0.7, -0.5], "species": ["Ti", "Cl", "C", "C", "C", "C", "C", "C", "N", "O", "O", "H", "H", "H", "H", "H"], "coordinates": [[2.017707, 0.429337, 5.953556], [2.455180, 0.712902, 3.467230], [-1.859499, 0.979104, -0.389792], [-0.739141, 1.196642, 0.410119], [0.367198, 0.374626, 0.235265], [0.382375, -0.572215, -0.758955], [-0.671759, -0.710600, -1.637239], [-1.820940, 0.031159, -1.404030], [1.519461, -1.470052, -0.941801], [2.620479, -0.989542, -0.780726], [1.301129, -2.609874, -1.302810], [-2.713158, 1.644617, -0.337207], [-0.782558, 2.005496, 1.124960], [1.205653, 0.461939, 0.918049], [-0.613549, -1.361537, -2.496986], [-2.668579, -0.122002, -2.059633]], "atomic_forces_ev_per_a": [[0.3, 0.2, -1.8], [-0.3, -0.2, 1.7], [0.3, 0.4, -0.4], [-0.6, -0.4, -0.6], [0.6, 0.4, 1.0], [-0.6, -0.1, -0.3], [-0.6, -0.1, 0.0], [0.1, 0.0, -0.3], [0.4, 0.3, -0.3], [0.2, -0.1, 0.3], [-0.1, 0.0, 0.1], [-0.1, -0.2, 0.3], [0.3, -0.2, 0.2], [0.1, 0.0, -0.2], [0.0, -0.2, 0.2], [0.0, 0.2, 0.0]], "nbo_charge": [0.7954, -0.7914, -0.1902, -0.2028, -0.1924, 0.0326, -0.1888, -0.2105, 0.5270, -0.3619, -0.3773, 0.2159, 0.2260, 0.2618, 0.2384, 0.2184]}

[3]
{"formula": "C35H52B2F8N9O7S5Y", "method": "wB97M-V/def2-TZVPD", "de_lowest_kj_mol": 442.3, "e_lumo_ev": -0.4, "species": ["Y", "C", "C", "C", "C", "N", "N", "B", "N", "N", "C", "C", "C", "C", "C", "S", "C", "C", "C", "C", "N", "N", "C", "C", "C", "C", "C", "S", "C", "C", "C", "C", "C", "S", "C", "C", "C", "C", "H", "H", "H", "H", "H", "H", "H", "H", "H", "H", "H", "H", "H", "H", "H", "H", "H", "H", "H", "H", "H", "H", "H", "H", "H", "H", "H", "H", "H", "H", "H", "H", "H", "H", "H", "H", "H", "H", "H", "F", "C", "F", "F", "S", "O", "O", "N", "S", "O", "O", "C", "F", "F", "F", "O", "C", "O", "H", "F", "B", "F", "C", "N", "C", "C", "O", "N", "C", "C", "H", "H", "H", "H", "H", "H", "H", "H", "H", "H", "H", "H"], "coordinates": [[0.762000, -0.280300, -0.916200], [-3.827500, -3.448400, -0.258900], [-3.432600, -2.844400, 1.040700], [-3.714900, -3.424600, 2.240000], [-3.285600, -2.790100, 3.432700], [-2.689000, -1.634400, 3.396500], [-2.435100, -1.041400, 2.245600], [-1.621500, 0.296500, 2.245200], [-1.250700, 0.733800, 3.716400], [-2.284400, 1.167300, 4.403800], [-2.142300, 1.811800, 5.528000], [-0.852700, 2.128000, 6.010000], [0.241600, 1.670100, 5.326200], [1.631000, 2.007400, 5.737800], [0.019300, 0.880000, 4.157400], [1.379600, 0.153300, 3.412200], [-3.436300, 2.256100, 6.182600], [-4.064800, 3.310100, 5.257700], [-3.212700, 2.846200, 7.577200], [-4.373800, 1.045900, 6.285400], [-2.541400, 1.361200, 1.627800], [-3.824900, 1.102000, 1.861200], [-4.765200, 1.817200, 1.330200], [-4.452200, 2.881900, 0.441300], [-3.145200, 3.164100, 0.181400], [-2.726000, 4.222600, -0.773400], [-2.121100, 2.392400, 0.837600], [-0.505600, 2.786000, 0.697100], [-6.194700, 1.432500, 1.654700], [-6.871700, 2.544200, 2.464200], [-6.218000, 0.132700, 2.461300], [-6.972100, 1.218500, 0.350900], [-2.714200, -1.603000, 1.037700], [-2.283100, -0.895800, -0.433000], [-3.459700, -3.464700, 4.775200], [-3.029700, -2.522800, 5.898000], [-2.572100, -4.717900, 4.782000], [-4.926200, -3.855400, 4.993400], [-4.295700, -4.419400, -0.117400], [-2.953100, -3.541800, -0.900500], [-4.516200, -2.781300, -0.775000], [-4.251400, -4.359500, 2.280700], [-0.719800, 2.739100, 6.886900], [1.659900, 2.371100, 6.760600], [2.020900, 2.781300, 5.077300], [2.284800, 1.146500, 5.628700], [-3.411300, 4.174600, 5.155300], [-5.016600, 3.645200, 5.664300], [-4.225000, 2.878000, 4.273000], [-2.640700, 3.770900, 7.530700], [-2.697400, 2.135300, 8.221500], [-4.174900, 3.075500, 8.030500], [-4.487400, 0.590800, 5.304700], [-5.348900, 1.358000, 6.654200], [-3.962700, 0.309300, 6.973700], [-5.243000, 3.445400, -0.031700], [-3.582000, 4.791400, -1.125800], [-2.219600, 3.762500, -1.622200], [-2.005100, 4.883900, -0.297600], [-6.381700, 2.684100, 3.422500], [-7.908300, 2.273900, 2.648100], [-6.857000, 3.490600, 1.931400], [-5.632400, 0.232500, 3.369600], [-5.794500, -0.678000, 1.875700], [-7.241600, -0.124300, 2.725400], [-7.124800, 2.153400, -0.179900], [-7.948000, 0.794300, 0.574700], [-6.438300, 0.533600, -0.301700], [-2.000900, -2.206500, 5.755900], [-3.122700, -3.025300, 6.858200], [-3.658200, -1.638600, 5.893500], [-1.535300, -4.443700, 4.600500], [-2.878700, -5.425000, 4.014800], [-2.634300, -5.210600, 5.749000], [-5.559100, -2.971200, 4.967600], [-5.035800, -4.331300, 5.965700], [-5.276700, -4.550800, 4.235800], [1.924200, -3.091300, -5.259500], [2.798100, -2.296000, -4.649000], [3.435200, -3.028500, -3.732200], [3.685400, -1.889600, -5.548800], [1.897100, -0.901900, -3.753200], [0.943000, -1.638700, -2.949700], [2.890500, -0.167000, -3.044900], [1.163100, -0.121700, -4.900000], [-0.206000, 0.467100, -4.373800], [-0.171500, 0.824400, -2.969300], [-0.790300, 1.382700, -5.283400], [-1.342900, -1.055800, -4.377400], [-0.824800, -2.040100, -5.112500], [-2.540800, -0.772400, -4.884400], [-1.532700, -1.526200, -3.141200], [1.128100, -1.521900, 1.199300], [0.369700, -0.952500, 2.032500], [-0.412900, 0.053000, 1.510900], [-0.152700, -1.604000, 2.761200], [3.361100, 1.502800, -0.227100], [2.161100, 1.416900, -0.837800], [2.096600, 2.454200, -1.698500], [1.370900, -4.376900, -1.101400], [2.525200, -4.103600, -0.278600], [2.910800, -5.157900, 0.626600], [3.067000, -2.869500, -0.259800], [2.595700, -1.927300, -0.907100], [4.191100, -2.728100, 0.547400], [4.433200, -1.379900, 1.030500], [5.401600, -3.389100, 0.091900], [1.622200, -5.104400, -1.878100], [1.033500, -3.455600, -1.574300], [0.562100, -4.775700, -0.482900], [2.020200, -5.554300, 1.120700], [3.578800, -4.760200, 1.384500], [3.395800, -5.978300, 0.090600], [3.490000, -0.959700, 1.379300], [4.846300, -0.717600, 0.264100], [5.132500, -1.453600, 1.864500], [5.161200, -4.247800, -0.530000], [5.979700, -3.711400, 0.960500], [6.008100, -2.696700, -0.500400]], "atomic_forces_ev_per_a": [[-2.9, -4.2, 1.1], [0.0, -0.1, 0.0], [-0.1, -0.1, 0.3], [0.2, 0.5, -0.2], [-0.2, 0.0, -0.3], [0.0, 0.0, 0.8], [-0.1, -0.6, -0.9], [0.2, -0.2, -0.2], [1.1, 0.1, 0.1], [-0.8, 0.2, 0.2], [0.3, 0.0, 0.0], [0.2, -0.3, -0.5], [-0.5, 0.1, 0.2], [0.1, 0.0, 0.0], [0.0, -0.1, 0.0], [0.3, 0.0, 0.0], [-0.3, 0.1, 0.0], [0.1, -0.1, 0.2], [0.0, -0.1, -0.3], [0.2, 0.2, 0.0], [0.1, 0.7, -0.7], [-0.7, -0.2, 0.2], [0.2, 0.0, 0.0], [0.6, -0.1, 0.1], [-0.6, -0.1, 0.0], [0.0, 0.1, 0.0], [0.1, -0.3, 0.5], [0.4, 0.2, -0.2], [-0.2, -0.2, 0.1], [0.1, -0.1, -0.1], [0.0, 0.2, -0.1], [0.1, 0.0, 0.1], [0.1, 0.2, 0.4], [-0.1, 0.1, -0.7], [0.0, 0.0, 0.3], [0.0, -0.2, -0.2], [-0.1, 0.2, 0.0], [0.2, 0.1, -0.1], [0.0, -0.1, 0.0], [0.0, 0.0, -0.1], [0.0, 0.0, -0.1], [0.0, -0.1, 0.0], [0.0, 0.0, 0.2], [0.0, 0.0, 0.1], [0.1, 0.1, -0.1], [0.1, -0.1, 0.1], [0.1, 0.1, 0.0], [-0.1, 0.0, 0.0], [0.0, 0.0, -0.1], [0.1, 0.1, 0.1], [0.1, 0.0, 0.1], [-0.1, 0.0, 0.0], [-0.1, -0.1, 0.0], [-0.1, 0.0, 0.0], [0.0, -0.1, 0.1], [0.0, 0.1, -0.1], [-0.1, 0.0, 0.0], [0.1, 0.0, 0.0], [0.0, 0.1, -0.1], [0.1, 0.0, 0.2], [-0.2, 0.0, 0.0], [0.0, 0.2, -0.1], [0.1, 0.0, 0.1], [0.1, -0.2, 0.0], [-0.1, 0.0, 0.0], [0.0, 0.1, -0.1], [-0.1, 0.0, 0.0], [0.0, -0.1, -0.1], [0.1, 0.1, 0.1], [0.0, -0.1, 0.1], [0.0, 0.1, 0.1], [0.1, 0.0, 0.0], [0.0, -0.1, -0.1], [0.0, -0.1, 0.1], [-0.1, 0.1, 0.0], [0.0, -0.1, 0.1], [-0.1, -0.1, -0.1], [-0.2, 0.2, 0.0], [-0.1, -0.2, -0.2], [-0.1, 0.3, 0.2], [-0.2, 0.4, 0.2], [1.2, -0.9, -1.6], [-0.2, -0.3, 0.8], [0.2, 0.3, 0.3], [0.2, 0.2, 0.1], [-1.0, -0.7, -0.6], [0.2, 0.2, 0.9], [0.1, 0.2, -0.2], [-0.3, -0.4, 0.0], [0.1, 0.1, -0.1], [0.1, 0.4, 0.0], [-0.2, 0.2, -0.3], [0.3, 0.4, -1.2], [-0.3, -0.2, 1.4], [-0.1, -0.2, -0.2], [0.0, 0.1, -0.3], [0.2, -0.4, 0.6], [3.4, 3.8, -0.1], [-0.6, 0.1, -0.2], [-0.2, 0.1, -0.3], [-0.1, 0.2, -0.1], [0.1, -0.1, 0.2], [0.2, -0.1, 0.3], [-0.4, 0.5, 0.2], [-0.2, 0.2, -0.2], [-0.1, 0.2, 0.0], [0.1, -0.1, 0.1], [-0.1, 0.0, 0.0], [0.1, -0.2, 0.0], [0.1, 0.0, 0.0], [0.0, 0.0, 0.0], [0.0, -0.1, 0.0], [0.0, 0.0, 0.0], [0.2, 0.0, 0.0], [0.0, 0.0, 0.0], [0.0, 0.1, 0.0], [0.0, -0.1, 0.0], [0.1, -0.1, -0.1], [0.0, 0.0, 0.0]], "lowdin_charge": [1.5092, -0.0742, -0.2477, 0.0619, -0.2118, 0.1830, 0.0388, -0.8397, 0.0929, 0.1836, -0.1921, 0.0819, -0.2355, -0.0671, -0.4469, 1.0534, -0.5348, -0.0319, -0.0544, -0.0417, 0.0206, 0.1563, -0.2163, 0.0663, -0.2478, -0.0739, -0.6424, 0.7807, -0.5407, -0.0320, -0.0472, -0.0397, -0.5722, 0.7870, -0.5491, -0.0511, -0.0348, -0.0364, 0.0823, 0.0679, 0.0832, 0.1207, 0.1188, 0.0852, 0.1017, 0.0507, 0.0916, 0.0878, 0.0614, 0.0828, 0.0890, 0.0880, 0.0563, 0.0898, 0.0797, 0.1215, 0.0803, 0.0912, 0.0642, 0.0667, 0.0871, 0.0826, 0.0608, 0.0785, 0.0871, 0.0770, 0.0860, 0.0909, 0.0814, 0.0891, 0.0552, 0.0895, 0.0799, 0.0863, 0.0887, 0.0879, 0.0743, 0.1477, -0.6429, 0.1428, 0.1602, 0.6030, -0.4070, -0.2423, -0.2604, 0.6320, -0.3730, -0.2287, -0.6409, 0.1320, 0.1464, 0.0379, -0.1709, -0.7071, -0.1810, 0.1258, 0.1151, -0.7794, 0.1080, -0.0166, -0.1126, -0.0426, -0.4792, -0.0677, -0.1600, -0.0413, -0.0561, 0.1002, 0.0664, 0.0947, 0.0909, 0.0885, 0.0940, 0.0644, 0.0947, 0.0953, 0.0863, 0.0910, 0.0949]}